#P
Formula: C3H9NS2
Source: OMol25
Level of theory: ωB97M-V with the def2-TZVPD basis set

Geometry as XYZ:
```
15
Properties=species:S:1:pos:R:3:nbo_charge:R:1
C -0.18 1.25 -2.65 -0.704
S 0.51 1.02 -0.92 0.013
S -1.11 0.02 -0.14 0.031
C -0.35 -0.13 1.58 -0.511
C 0.97 -0.81 1.67 -0.257
N 0.77 -2.27 1.85 -0.834
H -0.50 0.25 -2.93 0.224
H -0.95 2.00 -2.52 0.232
H 0.72 1.39 -3.24 0.234
H -1.09 -0.60 2.24 0.244
H -0.41 0.89 1.97 0.228
H 1.55 -0.42 2.51 0.199
H 1.60 -0.65 0.79 0.193
H 1.65 -2.77 1.89 0.358
H 0.31 -2.58 1.00 0.352
```

Its structure (SMILES) is CSSCCN. The molecular weight is 123.25 g/mol. The HOMO-LUMO gap comes out at 0.310 hartree.

---

#Q
Formula: C3H9NS2
Source: OMol25
Level of theory: ωB97M-V with the def2-TZVPD basis set

Geometry as XYZ:
```
15
Properties=species:S:1:pos:R:3:nbo_charge:R:1
C -1.13 2.00 -0.41 -0.419
N -0.41 0.80 -0.92 -0.617
C 0.57 0.32 0.06 -0.234
C 1.04 -1.08 -0.31 -0.549
S -0.31 -2.28 -0.27 0.085
S 0.11 -3.37 1.45 -0.127
H -0.45 2.84 -0.59 0.189
H -1.99 2.15 -1.05 0.206
H -1.32 1.92 0.66 0.170
H -1.14 0.13 -1.03 0.347
H 0.05 0.24 1.03 0.158
H 1.35 1.08 0.08 0.201
H 1.49 -1.00 -1.31 0.233
H 1.83 -1.42 0.36 0.236
H 0.32 -2.32 2.27 0.122
```

Its structure (SMILES) is CNCCSS. The molecular weight is 123.25 g/mol. The HOMO-LUMO gap comes out at 0.336 hartree.

---

#R
Formula: C3H9NS2
Source: OMol25
Level of theory: ωB97M-V with the def2-TZVPD basis set

Geometry as XYZ:
```
15
Properties=species:S:1:pos:R:3:nbo_charge:R:1
N 1.79 -0.65 -1.45 -0.822
C 0.60 0.09 -1.10 -0.239
C 0.53 0.93 0.18 -0.628
S 0.79 0.06 1.66 0.085
S -2.30 0.33 -0.20 0.031
C -1.79 -0.54 1.22 -0.819
H 2.12 -1.15 -0.64 0.357
H 2.52 -0.05 -1.79 0.351
H 0.29 0.70 -1.97 0.200
H -0.20 -0.63 -0.93 0.198
H 1.23 1.76 0.19 0.254
H -0.52 1.35 0.19 0.257
H -1.16 -1.40 0.97 0.229
H -1.23 0.11 1.95 0.258
H -2.68 -0.90 1.73 0.286
```

The molecular weight is 123.25 g/mol. The HOMO-LUMO gap comes out at 0.223 hartree.

---

Energetically preferred structure: #Q | next structure: +10.2 kJ/mol

---

#P
Formula: C3H9NS2
Source: OMol25
Level of theory: ωB97M-V with the def2-TZVPD basis set

Geometry as XYZ:
```
15
Properties=species:S:1:pos:R:3:nbo_charge:R:1
C -1.77 0.06 1.07 -0.620
C -0.67 -0.27 -0.06 -0.060
N -0.72 0.87 -1.01 -0.848
C 0.78 -0.34 0.49 -0.525
S 1.60 -1.06 -1.00 0.083
S 3.53 -0.39 -0.66 -0.143
H -2.80 -0.34 0.93 0.217
H -1.31 -0.50 1.88 0.200
H -1.70 1.14 1.27 0.225
H -0.99 -1.22 -0.54 0.176
H -1.52 0.63 -1.62 0.353
H 0.03 0.86 -1.69 0.361
H 1.11 0.70 0.59 0.236
H 0.93 -1.05 1.29 0.229
H 3.50 0.90 -0.96 0.115
```

Its structure (SMILES) is C[C@@H](N)CSS. The molecular weight is 123.25 g/mol. The HOMO-LUMO gap comes out at 0.350 hartree.

---

#Q
Formula: C3H9NS2
Source: OMol25
Level of theory: ωB97M-V with the def2-TZVPD basis set

Geometry as XYZ:
```
15
Properties=species:S:1:pos:R:3:nbo_charge:R:1
C -0.79 -0.49 -1.16 -0.067
N -1.24 0.33 -0.32 -0.412
C -2.66 0.64 -0.36 -0.449
H 0.23 -0.86 -1.03 0.191
H -1.50 -0.93 -1.88 0.137
H -2.83 1.41 -1.13 0.203
H -3.23 -0.23 -0.68 0.184
H -3.02 1.09 0.56 0.210
C 1.73 0.73 0.92 -0.761
S 1.36 -1.01 1.31 0.088
S 3.29 -1.77 1.28 -0.135
H 1.86 1.37 1.79 0.217
H 2.66 0.79 0.36 0.226
H 0.92 1.13 0.32 0.250
H 3.21 -2.19 0.03 0.119
```

Its structure (SMILES) is C=NC.CSS. The molecular weight is 123.25 g/mol. The HOMO-LUMO gap comes out at 0.352 hartree.

---

#R
Formula: C3H9NS2
Source: OMol25
Level of theory: ωB97M-V with the def2-TZVPD basis set

Geometry as XYZ:
```
15
Properties=species:S:1:pos:R:3:nbo_charge:R:1
C 1.58 -1.10 -2.61 -0.735
S 1.18 -0.23 -1.05 0.034
S -0.55 -1.20 -0.44 0.042
C -1.42 0.39 0.24 -0.467
C -0.51 1.03 1.29 -0.248
N -0.18 0.14 2.41 -0.846
H 2.45 -0.63 -3.07 0.228
H 1.94 -1.99 -2.11 0.228
H 0.79 -1.13 -3.35 0.229
H -2.28 -0.09 0.73 0.207
H -1.75 1.09 -0.51 0.224
H -1.04 1.84 1.81 0.177
H 0.33 1.44 0.76 0.207
H 0.46 0.61 3.03 0.365
H -1.02 -0.18 2.87 0.357
```

Its structure (SMILES) is CSSCCN. The molecular weight is 123.25 g/mol. The HOMO-LUMO gap comes out at 0.317 hartree.

---

Energetically preferred structure: #P | next structure: +24.9 kJ/mol

---

#P
Formula: C3H9NS2
Source: OMol25
Level of theory: ωB97M-V with the def2-TZVPD basis set

Geometry as XYZ:
```
15
Properties=species:S:1:pos:R:3:nbo_charge:R:1
C 2.64 -0.96 1.32 -0.728
S 0.83 -1.05 1.03 0.040
S 0.99 0.60 -0.64 0.122
C -0.58 1.25 -0.15 -0.599
C -1.84 0.38 -0.34 -0.233
N -1.95 -0.45 -1.58 -0.813
H 3.07 -0.87 0.32 0.223
H 2.76 -0.04 1.89 0.226
H 3.00 -1.90 1.73 0.229
H -0.72 2.04 -0.90 0.219
H -0.75 1.55 0.90 0.234
H -2.76 0.95 -0.34 0.199
H -1.92 -0.36 0.48 0.190
H -1.31 -1.22 -1.42 0.350
H -1.47 0.08 -2.31 0.340
```

Its structure (SMILES) is CSSCCN. The molecular weight is 123.25 g/mol. The HOMO-LUMO gap comes out at 0.297 hartree.

---

#Q
Formula: C3H9NS2
Source: OMol25
Level of theory: ωB97M-V with the def2-TZVPD basis set

Geometry as XYZ:
```
15
Properties=species:S:1:pos:R:3:nbo_charge:R:1
C -1.86 1.37 -0.81 -0.759
S -1.27 0.82 0.81 0.070
S 0.79 0.99 0.62 0.114
C 1.13 -0.27 -0.61 -0.567
C 0.83 -1.67 -0.10 -0.239
N 0.61 -2.57 -1.22 -0.838
H -2.40 0.59 -1.33 0.225
H -0.99 1.73 -1.36 0.236
H -2.48 2.27 -0.70 0.224
H 0.75 -0.14 -1.63 0.229
H 2.20 -0.19 -0.77 0.219
H 1.67 -1.97 0.53 0.169
H -0.07 -1.60 0.51 0.206
H 0.19 -3.45 -0.95 0.362
H 1.50 -2.82 -1.63 0.348
```

Its structure (SMILES) is CSSCCN. The molecular weight is 123.25 g/mol. The HOMO-LUMO gap comes out at 0.343 hartree.

---

Energetically preferred structure: #Q | next structure: +91.7 kJ/mol

---

#P
Formula: C4H8N
Source: OMol25
Level of theory: ωB97M-V with the def2-TZVPD basis set

Geometry as XYZ:
```
13
Properties=species:S:1:pos:R:3:nbo_charge:R:1
C 0.64 0.14 2.20 -0.443
C 0.29 0.13 1.01 0.239
C -1.09 -0.81 -0.89 -0.178
C -0.09 0.15 -1.47 -0.222
N 0.31 -0.53 -0.25 -0.452
H 0.57 1.00 2.82 0.277
H 0.88 -0.78 2.83 0.259
H 0.11 2.60 -0.37 0.037
H -1.79 -0.24 -0.27 0.261
H -1.32 -1.71 -1.37 0.263
H 0.48 -0.06 -2.35 0.252
H -0.11 1.32 -1.36 0.235
H 1.12 -1.22 -0.53 0.473
```

The molecular weight is 70.11 g/mol. The net charge is +1. The HOMO-LUMO gap (spin up / spin down) comes out at 0.325 / 0.352 hartree.

---

#Q
Formula: C4H8N
Source: OMol25
Level of theory: ωB97M-V with the def2-TZVPD basis set

Geometry as XYZ:
```
13
Properties=species:S:1:pos:R:3:nbo_charge:R:1
C 2.99 0.39 0.02 -0.434
C 2.22 -0.68 -0.06 0.059
C 0.06 -0.36 0.09 0.185
C -2.30 0.11 -0.12 -0.450
N -1.19 -0.68 0.01 -0.442
H 2.77 1.39 0.45 0.277
H 4.12 0.16 -0.11 0.302
H 2.21 -1.63 -0.42 0.209
H 0.12 0.71 0.10 0.148
H -3.22 -0.34 0.11 0.253
H -2.17 0.86 0.69 0.234
H -2.32 0.58 -1.08 0.244
H -1.33 -1.64 0.06 0.416
```

The molecular weight is 70.11 g/mol. The net charge is +1. The HOMO-LUMO gap comes out at 0.399 hartree.

---

Energetically preferred structure: #Q | next structure: +307.0 kJ/mol

---

#P
Formula: C4H8N
Source: OMol25
Level of theory: ωB97M-V with the def2-TZVPD basis set

Geometry as XYZ:
```
13
Properties=species:S:1:pos:R:3:nbo_charge:R:1
C 2.45 -0.02 -0.12 -0.216
C 1.07 -0.27 -0.41 -0.358
C -0.22 -1.22 -0.29 0.274
N -1.31 -0.62 0.06 -0.406
C -1.59 0.73 0.50 -0.446
H 3.03 -0.76 0.51 0.233
H 2.89 0.81 -0.59 0.234
H 0.73 0.61 -1.10 0.228
H -0.31 -2.33 -0.32 0.261
H -2.19 -1.20 0.12 0.446
H -2.57 0.97 0.73 0.253
H -0.97 0.95 1.33 0.250
H -1.11 1.48 -0.30 0.249
```

Its structure (SMILES) is C=C/C=[NH+]\C. The molecular weight is 70.11 g/mol. The net charge is +1. The HOMO-LUMO gap comes out at 0.345 hartree.

---

#Q
Formula: C4H8N
Source: OMol25
Level of theory: ωB97M-V with the def2-TZVPD basis set

Geometry as XYZ:
```
13
Properties=species:S:1:pos:R:3:nbo_charge:R:1
C 0.62 0.57 1.49 -0.123
C 0.18 1.43 0.58 -0.133
C 0.28 0.05 0.17 0.164
C 0.87 -0.46 -1.08 -0.739
N -1.44 -0.62 0.14 -0.825
H 0.88 0.53 2.62 0.297
H -0.07 2.39 0.30 0.260
H 0.66 -0.02 -2.04 0.262
H 1.07 -1.50 -1.22 0.262
H 1.98 -0.33 -1.05 0.288
H -2.02 0.17 -0.34 0.434
H -1.65 -0.91 1.03 0.425
H -1.35 -1.32 -0.60 0.428
```

The molecular weight is 70.11 g/mol. The net charge is +1. The HOMO-LUMO gap comes out at 0.444 hartree.

---

#R
Formula: C4H8N
Source: OMol25
Level of theory: ωB97M-V with the def2-TZVPD basis set

Geometry as XYZ:
```
13
Properties=species:S:1:pos:R:3:nbo_charge:R:1
C 1.57 0.11 0.24 -0.407
N 0.27 0.19 -0.46 -0.370
C -0.86 1.08 -0.14 -0.033
C -1.66 0.06 0.25 -0.120
C -0.63 -0.98 0.04 -0.223
H 1.37 -0.04 1.30 0.234
H 2.01 -0.84 -0.16 0.240
H 1.98 1.08 -0.13 0.235
H 0.60 0.26 -1.46 0.448
H -0.70 2.11 -0.16 0.244
H -2.69 0.03 0.42 0.256
H -0.37 -1.32 1.00 0.242
H -0.89 -1.74 -0.72 0.255
```

Its structure (SMILES) is C[N@@H+]1C=CC1. The molecular weight is 70.11 g/mol. The net charge is +1. The HOMO-LUMO gap comes out at 0.434 hartree.

---

Energetically preferred structure: #R | next structure: +26.7 kJ/mol

---

#P
Formula: C6H7NO2S
Source: OMol25
Level of theory: ωB97M-V with the def2-TZVPD basis set

Geometry as XYZ:
```
17
Properties=species:S:1:pos:R:3:nbo_charge:R:1
C -2.48 0.13 0.08 -0.259
C -1.38 -0.06 1.01 -0.039
C 3.18 0.81 -0.17 -0.379
C 2.39 -0.30 -0.36 -0.249
C -2.63 1.00 -0.86 -0.321
C 1.01 -0.40 0.01 -0.051
N 0.39 -1.54 0.16 0.386
O 0.65 -2.66 -0.24 -0.422
O -0.80 -1.37 0.87 -0.385
S 0.13 1.02 0.76 0.183
H -3.36 -0.49 0.37 0.219
H -1.56 -0.05 2.17 0.242
H 4.19 0.61 -0.48 0.211
H 2.83 1.73 0.32 0.210
H 2.81 -1.08 -1.02 0.241
H -1.93 1.75 -1.07 0.205
H -3.44 0.91 -1.55 0.207
```

The molecular weight is 157.19 g/mol. The HOMO-LUMO gap (spin up / spin down) comes out at 0.305 / 0.305 hartree.

---

#Q
Formula: C6H7NO2S
Source: OMol25
Level of theory: ωB97M-V with the def2-TZVPD basis set

Geometry as XYZ:
```
17
Properties=species:S:1:pos:R:3:nbo_charge:R:1
C 3.98 -0.61 -0.25 0.635
C 2.81 -0.25 -0.64 -0.018
C 1.10 -1.55 0.33 0.695
C 0.66 0.61 -0.91 -0.215
C 0.59 1.74 0.15 -0.585
C -0.37 -1.61 0.65 -0.723
N 1.51 -0.46 -0.47 -0.404
O 5.13 -0.70 -0.13 -0.399
O 1.91 -2.37 0.68 -0.529
S 2.21 2.39 0.58 -0.091
H -0.35 0.24 -1.11 0.214
H 1.08 1.02 -1.82 0.239
H 0.01 2.56 -0.28 0.245
H 0.10 1.40 1.06 0.203
H -0.94 -1.77 -0.26 0.240
H -0.72 -0.71 1.13 0.238
H -0.53 -2.45 1.32 0.255
```

The molecular weight is 157.19 g/mol. The HOMO-LUMO gap comes out at 0.211 hartree.

---

Energetically preferred structure: #Q | next structure: +184.5 kJ/mol